5 unconnected molecules or ions with the total composition C20H44O15. Source: the Open Molecules 2025 dataset; level of theory: wB97M-V/def2-TZVPD.

Geometry (Å):
O 9.22 -23.95 -4.76
C 8.24 -24.70 -5.32
O 7.75 -25.65 -4.66
O 7.83 -24.43 -6.49
H 9.24 -24.45 -3.91
O 11.41 -25.37 -0.41
C 10.43 -26.13 -1.00
O 10.08 -25.72 -2.14
O 9.86 -27.09 -0.44
H 11.43 -24.99 -1.34
C 6.02 -31.31 -2.75
O 7.42 -31.16 -2.68
C 8.07 -32.08 -3.50
C 9.56 -32.04 -3.05
O 9.96 -30.71 -2.90
C 11.33 -30.41 -2.73
C 11.88 -29.49 -3.85
O 11.21 -28.26 -3.75
C 11.40 -27.37 -4.86
H 5.51 -30.56 -2.15
H 5.69 -32.29 -2.40
H 5.66 -31.18 -3.78
H 8.01 -31.76 -4.54
H 7.77 -33.12 -3.33
H 10.16 -32.51 -3.85
H 9.71 -32.63 -2.14
H 11.94 -31.31 -2.60
H 11.33 -29.83 -1.80
H 11.71 -30.00 -4.81
H 12.92 -29.36 -3.54
H 11.61 -27.93 -5.77
H 12.33 -26.84 -4.61
H 10.65 -26.58 -4.95
C 7.74 -29.35 4.01
O 7.02 -30.15 3.11
C 7.77 -30.59 1.98
C 7.90 -29.58 0.85
O 6.74 -29.27 0.10
C 5.95 -28.33 0.75
C 5.05 -27.51 -0.20
O 5.78 -27.04 -1.30
C 4.96 -26.35 -2.25
H 8.69 -29.82 4.25
H 7.13 -29.19 4.90
H 7.90 -28.32 3.68
H 7.08 -31.35 1.61
H 8.77 -30.92 2.27
H 8.66 -30.09 0.25
H 8.45 -28.70 1.21
H 6.51 -27.55 1.27
H 5.39 -28.94 1.46
H 4.82 -26.62 0.40
H 4.13 -28.06 -0.43
H 5.53 -25.78 -2.98
H 4.38 -25.58 -1.72
H 4.25 -27.05 -2.70
C 8.16 -20.07 -5.69
O 9.16 -20.13 -6.68
C 9.32 -21.49 -7.15
C 10.18 -21.54 -8.39
O 9.49 -21.16 -9.58
C 10.26 -21.10 -10.77
C 11.09 -19.81 -10.90
O 12.32 -20.05 -11.57
C 13.30 -20.74 -10.85
H 8.26 -20.81 -4.89
H 7.23 -20.29 -6.23
H 8.00 -19.04 -5.37
H 8.38 -22.03 -7.12
H 9.86 -21.97 -6.32
H 10.47 -22.59 -8.56
H 11.15 -21.04 -8.32
H 9.51 -21.10 -11.56
H 10.82 -22.03 -10.87
H 11.17 -19.35 -9.91
H 10.57 -19.02 -11.45
H 14.07 -21.07 -11.56
H 12.93 -21.62 -10.32
H 13.88 -20.31 -10.03

- Highest occupied orbital energy: -1.39 eV
- Charge: -2